[1]
Computed, not measured: a 10-piece molecular cluster, C34H60O30 overall, with wB97M-V/def2-TZVPD.

Bonds (Å) are listed after each position.
Cartesian coordinates (Å):
1 H 7.781 0.709 0.081  C14 1.090
2 C 1.366 1.629 -5.641  H7 1.090, C12 1.532, H30 1.090, H71 1.090
3 H 0.600 6.496 1.806  C91 1.090
4 H 1.438 3.662 -2.153  C121 1.090
5 H 1.847 3.522 3.927  C81 1.090
6 C -2.662 3.160 3.120  C19 1.567, H64 1.090, H87 1.090, H117 1.090
7 H 2.243 1.717 -4.999  C2 1.090
8 H -4.105 3.195 -5.725  C53 1.090
9 H 4.420 -6.010 4.090  C101 1.090
10 H 1.262 -3.478 -1.773  C25 1.090
11 H -0.642 -4.404 3.124  C85 1.090
12 C 0.171 0.890 -5.032  C2 1.532, C50 1.542, O62 1.453, H120 1.090
13 H 1.559 4.487 5.950  C57 1.090
14 C 6.738 0.673 -0.234  H1 1.090, H44 1.090, H74 1.090, O122 1.390
15 H -2.087 -4.436 -0.328  C23 1.090
16 C 0.064 -1.225 -4.201  O60 1.262, O62 1.351, O86 1.355
17 H -2.098 3.411 -4.995  C105 1.090
18 C -4.915 4.790 -4.446  C53 1.504, H56 1.090, H76 1.090, H79 1.090
19 C -2.631 2.600 1.657  C6 1.567, O29 1.429, H78 1.090, C104 1.539
20 H -3.912 1.004 0.788  C104 1.090
21 H 5.967 -1.811 3.819  C58 1.090
22 H -4.804 2.343 1.665  C104 1.090
23 C -2.479 -3.420 -0.291  H15 1.090, H51 1.090, O70 1.439, H95 1.090
24 H 1.868 -4.863 -2.797  C25 1.090
25 C 1.111 -4.507 -2.097  H10 1.090, H24 1.090, O88 1.404, H93 1.090
26 H -3.240 -1.885 -4.412  C41 1.090
27 O 5.090 -0.451 2.515  C58 1.383, C108 1.264
28 O -4.124 0.515 -2.922  C32 1.243
29 O -2.313 3.748 0.867  C19 1.429, C99 1.383
30 H 1.721 1.306 -6.620  C2 1.090
31 H 4.327 -1.453 4.119  C58 1.090
32 C -4.026 1.673 -3.365  O28 1.243, O35 1.346, O37 1.304
33 O 3.382 0.258 5.897  C123 1.235
34 O 0.823 4.502 1.581  C49 1.297, C91 1.434
35 O -2.835 2.299 -3.371  C32 1.346, C105 1.411
36 C -4.460 -2.936 -1.642  O39 1.236, O54 1.365, O70 1.336
37 O -4.862 2.436 -4.011  C32 1.304, C53 1.473
38 O 7.239 0.056 2.431  C108 1.213
39 O -5.686 -3.020 -1.765  C36 1.236
40 C -0.832 -8.041 -1.640  H67 1.090, O97 1.462, H115 1.090, H118 1.090
41 C -4.006 -2.528 -3.977  H26 1.090, O54 1.399, H77 1.090, H83 1.090
42 H 0.327 -4.784 1.640  C85 1.090
43 H -1.563 0.432 -6.373  C50 1.090
44 H 6.455 1.463 -0.929  C14 1.090
45 H -0.256 3.129 -2.053  C121 1.090
46 H -2.583 4.295 -3.460  C105 1.090
47 H -0.173 1.954 5.492  C84 1.090
48 H 2.171 6.048 2.393  C91 1.090
49 C 1.150 4.460 0.327  O34 1.297, O98 1.245, O113 1.315
50 C -0.642 -0.006 -5.988  C12 1.542, H43 1.090, H61 1.090, O86 1.401
51 H -2.178 -3.097 0.706  C23 1.090
52 H -1.378 1.305 -1.655  C119 1.090
53 C -4.138 3.526 -4.687  H8 1.090, C18 1.504, O37 1.473, C105 1.458
54 O -3.577 -2.706 -2.657  C36 1.365, C41 1.399
55 H 5.340 -0.215 4.541  C58 1.090
56 H -4.508 5.590 -5.064  C18 1.090
57 C 0.675 3.887 6.168  H13 1.090, H69 1.090, H80 1.090, C84 1.557
58 C 5.252 -0.989 3.778  H21 1.090, O27 1.383, H31 1.090, H55 1.090
59 O 0.879 -7.082 0.406  C114 1.254
60 O 0.234 -2.187 -3.403  C16 1.262
61 H -0.130 -0.426 -6.854  C50 1.090
62 O 0.770 -0.076 -4.126  C12 1.453, C16 1.351
63 H 1.000 2.028 -1.823  C121 1.090
64 H -1.666 3.589 3.238  C6 1.090
65 C 1.970 -5.127 3.665  O107 1.282, O116 1.267, O124 1.283
66 C 0.250 -0.326 0.509  O75 1.307, O92 1.233, O110 1.303
67 H -0.293 -8.880 -1.200  C40 1.090
68 O -4.002 2.808 -0.129  C99 1.296, C104 1.408
69 H -0.162 4.493 5.821  C57 1.090
70 O -3.892 -3.215 -0.465  C23 1.439, C36 1.336
71 H 1.198 2.692 -5.814  C2 1.090
72 O -3.188 4.657 -0.974  C99 1.152
73 O 2.415 1.502 4.241  C81 1.430, C123 1.355
74 H 6.566 -0.219 -0.837  C14 1.090
75 O -0.454 0.641 -0.018  C66 1.307, C119 1.410
76 H -5.936 4.589 -4.772  C18 1.090
77 H -4.088 -3.433 -4.579  C41 1.090
78 H -1.852 1.846 1.538  C19 1.090
79 H -4.910 5.273 -3.469  C18 1.090
80 H 0.421 3.819 7.226  C57 1.090
81 C 1.436 2.541 4.168  H5 1.090, O73 1.430, C84 1.482, H102 1.090
82 H -0.866 -0.336 -1.823  C119 1.090
83 H -4.884 -1.881 -3.991  C41 1.090
84 C 0.778 2.487 5.495  H47 1.090, C57 1.557, C81 1.482, O106 1.395
85 C 0.153 -4.080 2.453  H11 1.090, H42 1.090, H89 1.090, O124 1.447
86 O -0.873 -1.123 -5.175  C16 1.355, C50 1.401
87 H -3.408 3.938 3.280  C6 1.090
88 O 1.191 -5.211 -0.884  C25 1.404, C114 1.378
89 H -0.148 -3.101 2.078  C85 1.090
90 H 3.340 -6.736 5.268  C101 1.090
91 C 1.143 5.696 2.308  H3 1.090, O34 1.434, H48 1.090, H94 1.090
92 O 0.410 -1.461 0.055  C66 1.233
93 H 0.151 -4.536 -2.612  C25 1.090
94 H 0.808 5.708 3.346  C91 1.090
95 H -1.846 -2.774 -0.900  C23 1.090
96 H 1.454 -1.652 2.311  C100 1.090
97 O -0.273 -6.692 -1.578  C40 1.462, C114 1.319
98 O 1.776 5.344 -0.289  C49 1.245
99 C -3.252 3.865 -0.141  O29 1.383, O68 1.296, O72 1.152
100 C 1.605 -0.573 2.332  H96 1.090, H109 1.090, O110 1.409, H112 1.090
101 C 3.790 -5.795 4.954  H9 1.090, H90 1.090, O107 1.433, H111 1.090
102 H 0.788 2.339 3.315  C81 1.090
103 H -2.345 0.156 -0.870  C119 1.090
104 C -3.942 2.059 1.061  C19 1.539, H20 1.090, H22 1.090, O68 1.408
105 C -2.784 3.475 -4.150  H17 1.090, O35 1.411, H46 1.090, C53 1.458
106 O 1.741 1.833 6.263  C84 1.395, C123 1.321
107 O 2.713 -4.889 4.683  C65 1.282, C101 1.433
108 C 6.117 0.044 1.969  O27 1.264, O38 1.213, O122 1.364
109 H 2.629 -0.262 2.123  C100 1.090
110 O 0.600 0.157 1.667  C66 1.303, C100 1.409
111 H 4.393 -5.331 5.734  C101 1.090
112 H 1.520 -0.437 3.410  C100 1.090
113 O 0.669 3.332 -0.148  C49 1.315, C121 1.468
114 C 0.559 -6.401 -0.597  O59 1.254, O88 1.378, O97 1.319
115 H -0.844 -8.378 -2.677  C40 1.090
116 O 1.796 -6.259 3.124  C65 1.267
117 H -2.736 2.359 3.856  C6 1.090
118 H -1.799 -7.992 -1.138  C40 1.090
119 C -1.302 0.364 -1.110  H52 1.090, O75 1.410, H82 1.090, H103 1.090
120 H -0.494 1.602 -4.544  C12 1.090
121 C 0.728 3.057 -1.589  H4 1.090, H45 1.090, H63 1.090, O113 1.468
122 O 5.790 0.630 0.781  C14 1.390, C108 1.364
123 C 2.577 1.120 5.530  O33 1.235, O73 1.355, O106 1.321
124 O 1.337 -4.078 3.285  C65 1.283, C85 1.447

Total charge ... +1
HOMO level (alpha / beta) ... -11.990 / -11.990 eV
Multiplicity ... 2
Orbital gap (alpha / beta) ... 9.744 / 3.263 eV

[2]
Computed, not measured: a 14-piece molecular cluster, C23H35BrCl39N5O3P overall, with wB97M-V/def2-TZVPD.

Bonds (Å) are listed after each position.
Cartesian coordinates (Å):
1 Cl -2.051 0.445 -9.589  C92 1.772
2 Cl 2.410 -3.219 2.302  C33 1.772
3 H -4.426 1.786 1.297  C64 1.170
4 H 1.908 1.206 -0.791  O89 1.017
5 H -7.561 6.061 2.565  C23 1.093
6 Cl -3.491 -3.023 -5.200  C63 1.772
7 Cl 2.012 -5.533 4.025  C33 1.772
8 Cl 1.249 -4.150 8.496  C71 1.772
9 C -4.664 1.584 -1.001  C64 1.642, H68 1.176, H76 1.193, C86 1.640
10 H -3.389 1.895 -2.894  C86 1.181
11 H -4.864 4.216 1.388  N34 1.046
12 Cl 5.271 -3.408 7.930  C28 1.772
13 Cl -6.004 -0.703 2.009  C100 1.772
14 C -1.214 -0.060 -1.582  C72 1.639, Br73 2.036, H83 1.194, N88 1.513
15 C 2.173 3.687 1.289  H55 1.190, C78 1.647, H87 1.179, N91 1.512
16 N 0.139 1.815 -0.275  C77 1.512, N88 1.386, O89 1.344
17 C -1.706 -5.625 2.027  Cl24 1.772, Cl32 1.772, H37 1.093, Cl80 1.772
18 Cl -0.845 -5.469 6.960  C71 1.772
19 Cl -7.730 4.033 1.376  C23 1.772
20 H 5.957 -4.990 9.536  C28 1.093
21 Cl -6.048 4.636 3.676  C23 1.772
22 O -0.429 6.486 -0.369  H56 1.011, P59 1.741
23 C -7.571 5.006 2.848  H5 1.093, Cl19 1.772, Cl21 1.772, Cl46 1.772
24 Cl -2.791 -4.590 1.083  C17 1.772
25 Cl 4.045 2.060 -5.495  C104 1.772
26 Cl -5.092 -1.984 -0.443  C100 1.772
27 Cl -3.493 -4.289 -2.577  C63 1.772
28 C 5.049 -4.402 9.379  Cl12 1.772, H20 1.093, Cl30 1.772, Cl98 1.772
29 H 3.723 -5.171 2.445  C33 1.093
30 Cl 3.690 -5.519 9.165  C28 1.772
31 H 4.348 3.873 0.527  C78 1.174
32 Cl -1.204 -4.806 3.516  C17 1.772
33 C 3.207 -4.540 3.173  Cl2 1.772, Cl7 1.772, H29 1.093, Cl75 1.772
34 N -4.677 3.794 0.449  H11 1.046, C64 1.515, H65 1.057
35 H 2.910 -2.370 -8.073  C51 1.093
36 Cl 2.073 2.755 -3.467  C104 1.772
37 H -2.248 -6.534 2.300  C17 1.093
38 H 1.489 -5.635 6.682  C71 1.093
39 O -0.666 5.950 2.476  P59 1.743, H95 1.012
40 Cl 9.349 3.703 3.990  C42 1.772
41 Cl 3.951 -0.347 -3.170  C103 1.772
42 C 8.923 2.269 3.040  Cl40 1.772, Cl49 1.772, H62 1.093, Cl101 1.772
43 H 3.248 2.954 -0.697  C78 1.171
44 H -1.326 -2.115 1.547  C48 1.191
45 Cl 2.312 -0.998 -5.488  C103 1.772
46 Cl -8.948 4.730 3.928  C23 1.772
47 Cl 0.627 -0.101 -8.581  C92 1.772
48 C -1.490 -1.083 0.975  H44 1.191, H50 1.176, C72 1.639, H82 1.190
49 Cl 9.144 0.798 4.003  C42 1.772
50 H -2.638 -0.846 1.061  C48 1.176
51 C 3.400 -3.105 -8.718  H35 1.093, Cl85 1.772, Cl90 1.772, Cl102 1.772
52 Cl 1.272 2.522 -6.258  C104 1.772
53 H 0.116 -1.703 -0.617  C72 1.194
54 Cl -7.591 -0.488 -0.423  C100 1.772
55 H 2.430 4.453 2.163  C15 1.190
56 H -1.417 6.643 -0.225  O22 1.011
57 Cl -0.419 -1.620 -10.836  C92 1.772
58 H 3.043 4.823 -0.528  C78 1.171
59 P 0.320 5.802 1.047  O22 1.741, O39 1.743, N91 1.819
60 Cl 4.574 1.797 3.610  C67 1.772
61 H 3.454 0.722 5.382  C67 1.093
62 H 9.589 2.218 2.175  C42 1.093
63 C -4.352 -4.130 -4.118  Cl6 1.772, Cl27 1.772, Cl105 1.772, H107 1.093
64 C -5.007 2.315 0.429  H3 1.170, C9 1.642, N34 1.515, H93 1.180
65 H -5.324 4.264 -0.242  N34 1.057
66 Cl 1.799 2.109 4.437  C67 1.772
67 C 3.181 1.002 4.362  Cl60 1.772, H61 1.093, Cl66 1.772, Cl96 1.772
68 H -4.439 0.432 -0.922  C9 1.176
69 H -3.747 3.521 -2.009  C86 1.193
70 H 3.577 -2.461 -4.142  C103 1.093
71 C 0.823 -5.584 7.546  Cl8 1.772, Cl18 1.772, H38 1.093, Cl79 1.772
72 C -1.020 -1.339 -0.575  C14 1.639, C48 1.639, H53 1.194, H74 1.189
73 Br 0.087 -0.286 -3.130  C14 2.036
74 H -1.645 -2.263 -0.987  C72 1.189
75 Cl 4.408 -3.901 4.308  C33 1.772
76 H -5.650 1.684 -1.666  C9 1.193
77 C -0.079 3.263 0.102  N16 1.512, N84 1.517, N91 1.372
78 C 3.268 3.841 0.068  C15 1.647, H31 1.174, H43 1.171, H58 1.171
79 Cl 1.044 -7.056 8.509  C71 1.772
80 Cl -0.292 -6.087 1.064  C17 1.772
81 H 2.794 4.047 -5.302  C104 1.093
82 H -0.810 -0.299 1.559  C48 1.190
83 H -2.309 -0.153 -2.048  C14 1.194
84 N -1.468 3.595 -0.411  C77 1.517, C97 1.513
85 Cl 4.929 -2.415 -9.289  C51 1.772
86 C -3.482 2.373 -1.819  C9 1.640, H10 1.181, H69 1.193, C97 1.640
87 H 2.077 2.593 1.717  C15 1.179
88 N -0.946 1.293 -0.961  C14 1.513, N16 1.386, C97 1.513
89 O 1.176 0.975 -0.123  H4 1.017, N16 1.344
90 Cl 2.326 -3.453 -10.084  C51 1.772
91 N 0.810 4.074 0.762  C15 1.512, P59 1.819, C77 1.372
92 C -0.404 -0.047 -10.021  Cl1 1.772, Cl47 1.772, Cl57 1.772, H94 1.093
93 H -6.172 2.228 0.596  C64 1.180
94 H 0.007 0.695 -10.711  C92 1.093
95 H -0.596 5.130 3.065  O39 1.012
96 Cl 2.751 -0.470 3.474  C67 1.772
97 C -2.009 2.360 -1.097  N84 1.513, C86 1.640, N88 1.513
98 Cl 4.793 -3.378 10.803  C28 1.772
99 Cl 5.184 -1.474 -5.556  C103 1.772
100 C -6.506 -1.523 0.521  Cl13 1.772, Cl26 1.772, Cl54 1.772, H106 1.093
101 Cl 7.255 2.384 2.454  C42 1.772
102 Cl 3.695 -4.572 -7.769  C51 1.772
103 C 3.735 -1.454 -4.537  Cl41 1.772, Cl45 1.772, H70 1.093, Cl99 1.772
104 C 2.575 2.987 -5.151  Cl25 1.772, Cl36 1.772, Cl52 1.772, H81 1.093
105 Cl -6.012 -3.572 -3.850  C63 1.772
106 H -7.048 -2.432 0.794  C100 1.093
107 H -4.392 -5.114 -4.593  C63 1.093

Total charge ... +1
HOMO level ... -11.321 eV
Orbital gap ... 8.562 eV